Molecular formula: C47H52IN11O2PPbSSi
Method: DFT, ωB97M-V/def2-TZVPD

```
117
Properties=species:S:1:pos:R:3:lowdin_charge:R:1
Pb 0.246 0.010 0.245 1.20
C 2.044 1.973 -6.205 -0.03
C 1.052 1.909 -5.082 -0.26
C 0.576 3.059 -4.459 -0.01
C -0.242 2.965 -3.351 0.00
C -0.630 1.735 -2.834 -0.19
N -1.448 1.699 -1.619 -0.02
C -2.881 1.754 -1.827 -0.12
C -3.381 2.026 -3.093 0.01
C -4.729 2.248 -3.321 -0.02
C -5.628 2.259 -2.266 -0.26
C -7.080 2.596 -2.457 -0.04
C -5.134 1.934 -1.009 0.02
C -3.800 1.609 -0.781 -0.09
N -3.499 1.077 0.513 -0.06
C -4.395 0.424 1.306 -0.07
C -3.776 0.174 2.502 -0.05
C -2.482 0.698 2.336 -0.17
N -2.319 1.233 1.140 0.03
C -0.217 0.588 -3.492 -0.13
C 0.633 0.686 -4.586 0.02
N -0.633 -0.730 -3.138 -0.06
C -0.968 -1.695 -4.022 -0.04
C -1.164 -2.857 -3.316 -0.03
C -0.923 -2.497 -1.985 -0.15
N -0.630 -1.207 -1.881 -0.01
H 2.088 2.971 -6.638 0.08
H 3.038 1.724 -5.828 0.09
H 1.799 1.263 -6.994 0.08
H 0.876 4.034 -4.822 0.12
H -0.581 3.862 -2.848 0.12
H -2.695 2.092 -3.925 0.12
H -5.067 2.461 -4.328 0.12
H -7.248 3.066 -3.424 0.08
H -7.702 1.701 -2.408 0.09
H -7.427 3.280 -1.682 0.09
H -5.813 1.931 -0.168 0.12
H -5.386 0.185 0.967 0.13
H -4.194 -0.323 3.360 0.11
H -1.658 0.701 3.035 0.08
H 1.028 -0.226 -5.016 0.14
H -1.042 -1.481 -5.073 0.13
H -1.431 -3.822 -3.706 0.10
H -0.939 -3.116 -1.104 0.09
C 3.938 -3.141 2.722 -0.03
N 2.512 -3.213 3.010 -0.12
C 1.972 -3.728 4.173 -0.04
C 0.639 -3.673 4.053 -0.05
N 0.353 -3.123 2.803 0.02
C 1.531 -2.856 2.148 -0.69
S 1.855 -2.264 0.595 0.63
C -0.973 -3.092 2.271 -0.25
C -1.912 -4.001 2.747 0.01
C -3.189 -3.951 2.217 -0.03
C -3.482 -3.015 1.238 -0.04
C -2.474 -2.163 0.833 -0.17
N -1.238 -2.196 1.339 0.06
H 4.473 -3.028 3.661 0.10
H 4.126 -2.287 2.077 0.06
H 4.266 -4.046 2.213 0.10
H 2.587 -4.056 4.992 0.14
H -0.127 -3.909 4.767 0.13
H -1.651 -4.755 3.473 0.11
H -3.942 -4.647 2.562 0.12
H -4.466 -2.944 0.796 0.12
H -2.650 -1.419 0.065 0.10
I 6.287 5.126 2.144 0.88
C 5.138 3.918 0.892 -0.73
C 5.626 3.539 -0.351 -0.13
C 4.845 2.740 -1.173 0.00
C 3.595 2.300 -0.755 -0.12
C 3.122 2.690 0.492 -0.05
C 3.883 3.505 1.316 -0.18
C 2.774 1.417 -1.665 -0.57
O 2.976 1.418 -2.865 0.08
O 1.911 0.668 -1.050 -0.31
H 6.605 3.865 -0.675 0.10
H 5.197 2.446 -2.153 0.12
H 2.135 2.370 0.809 0.07
H 3.506 3.828 2.278 0.06
C -1.904 6.126 0.259 -0.18
Si -0.296 5.229 0.565 0.44
C 1.038 5.923 -0.533 -0.16
C 0.152 5.350 2.371 -0.17
C -0.605 3.480 0.048 -0.04
C -1.004 2.649 -0.738 -0.25
H -1.825 7.166 0.583 0.04
H -2.732 5.665 0.801 0.03
H -2.155 6.123 -0.804 0.03
H 1.097 7.007 -0.406 0.04
H 0.812 5.717 -1.581 0.03
H 2.023 5.503 -0.317 0.02
H -0.039 6.362 2.737 0.04
H 1.206 5.133 2.552 0.02
H -0.449 4.663 2.969 0.02
C 2.976 0.398 5.941 -0.19
N 3.584 1.179 4.868 -0.14
C 3.152 2.570 5.007 -0.17
N 1.699 2.735 5.025 -0.13
C 1.144 1.901 6.088 -0.18
N 1.516 0.488 5.988 -0.14
C 0.916 -0.143 4.817 -0.33
P 1.417 0.652 3.208 0.96
C 3.247 0.643 3.553 -0.30
C 1.106 2.409 3.732 -0.34
H 3.366 0.768 6.891 0.13
H 3.265 -0.650 5.831 0.12
H 3.574 3.159 4.190 0.11
H 3.546 2.954 5.949 0.13
H 0.055 1.983 6.074 0.13
H 1.508 2.279 7.044 0.13
H -0.174 -0.130 4.912 0.08
H 1.225 -1.191 4.787 0.06
H 3.760 1.216 2.777 0.08
H 3.604 -0.389 3.482 0.07
H 0.027 2.586 3.768 0.08
H 1.510 3.075 2.967 0.05
```

Energy above the lowest of the compared OMol25 structures with the same formula, charge and spin = 0.0 kcal/mol
Total energy = -4094.41323 hartree
Charge = +1
Kohn-Sham gap = 8.036 eV



Molecular formula: C47H52N7O2Sn
Method: DFT, ωB97M-V/def2-TZVPD

```
109
Properties=species:S:1:pos:R:3:lowdin_charge:R:1
Sn -1.538 -0.242 0.858 1.35
N 2.685 -2.173 0.470 0.16
C 1.522 -1.544 0.301 -0.15
N 0.517 -1.620 1.117 0.04
C 0.617 -2.421 2.245 -0.26
N -0.365 -2.570 3.076 0.10
N -1.470 -1.812 2.740 -0.07
C -2.425 -1.849 3.577 -0.04
C -3.573 -0.962 3.362 -0.25
C -4.713 -1.038 4.145 0.00
C -5.741 -0.138 3.901 -0.03
C -5.588 0.801 2.896 -0.02
C -4.408 0.808 2.163 -0.10
N -3.427 -0.054 2.391 -0.01
C 1.878 -3.115 2.506 -0.08
C 2.083 -3.907 3.639 0.00
C 3.291 -4.541 3.830 -0.05
C 4.316 -4.398 2.892 -0.05
C 4.137 -3.619 1.769 0.00
C 2.915 -2.979 1.586 -0.16
H 3.401 -2.074 -0.236 0.14
H 1.409 -0.947 -0.595 0.10
H -2.370 -2.478 4.462 0.14
H -4.789 -1.782 4.926 0.12
H -6.645 -0.169 4.493 0.12
H -6.360 1.526 2.681 0.12
H -4.233 1.535 1.379 0.11
H 1.278 -4.007 4.352 0.12
H 3.447 -5.153 4.706 0.11
H 5.261 -4.900 3.048 0.11
H 4.928 -3.501 1.039 0.12
C -1.836 3.875 -3.321 -0.05
C -1.939 3.227 -1.939 -0.37
C -3.220 3.686 -1.237 -0.05
C -0.707 3.516 -1.098 -0.14
C -0.492 4.807 -0.620 -0.03
C 0.598 5.111 0.173 -0.06
C 1.493 4.115 0.533 -0.02
C 1.320 2.812 0.088 -0.14
C 2.311 1.717 0.425 -0.38
C 3.368 1.595 -0.677 -0.04
C 2.959 1.872 1.795 -0.04
C 0.233 2.540 -0.754 -0.18
N 0.120 1.206 -1.245 0.09
C 0.154 1.046 -2.500 -0.10
C 0.078 -0.288 -3.143 -0.10
N -0.045 -1.350 -2.470 0.13
C 0.017 -2.586 -3.179 -0.16
C -1.137 -3.371 -3.312 -0.14
C -1.023 -4.570 -4.005 -0.03
C 0.189 -4.997 -4.526 -0.06
C 1.321 -4.230 -4.331 -0.03
C 1.261 -3.019 -3.646 -0.14
C 2.537 -2.232 -3.401 -0.38
C 3.030 -1.535 -4.671 -0.05
C 3.649 -3.116 -2.825 -0.07
C -2.476 -3.045 -2.674 -0.36
C -3.040 -1.647 -2.937 -0.07
C -2.415 -3.349 -1.174 -0.07
H -2.696 3.608 -3.937 0.08
H -0.929 3.575 -3.848 0.07
H -1.816 4.963 -3.234 0.08
H -2.020 2.145 -2.074 0.11
H -3.249 4.772 -1.135 0.08
H -3.296 3.254 -0.241 0.05
H -4.093 3.393 -1.824 0.08
H -1.197 5.587 -0.877 0.12
H 0.748 6.125 0.523 0.11
H 2.330 4.356 1.173 0.11
H 1.741 0.784 0.438 0.08
H 3.972 2.504 -0.732 0.09
H 2.911 1.446 -1.657 0.07
H 4.044 0.760 -0.479 0.07
H 3.560 2.779 1.864 0.08
H 3.632 1.032 1.981 0.08
H 2.210 1.894 2.588 0.05
H 0.264 1.895 -3.181 0.13
H 0.152 -0.295 -4.235 0.14
H -1.908 -5.181 -4.131 0.12
H 0.250 -5.932 -5.066 0.11
H 2.271 -4.575 -4.718 0.11
H 2.324 -1.456 -2.658 0.10
H 3.286 -2.273 -5.432 0.09
H 3.923 -0.941 -4.467 0.08
H 2.271 -0.879 -5.096 0.07
H 4.053 -3.795 -3.576 0.08
H 3.285 -3.737 -2.004 0.08
H 4.481 -2.500 -2.474 0.08
H -3.184 -3.748 -3.123 0.13
H -2.555 -0.886 -2.326 0.03
H -4.103 -1.639 -2.692 0.08
H -2.939 -1.364 -3.986 0.09
H -1.642 -2.742 -0.696 0.01
H -2.170 -4.396 -0.993 0.09
H -3.371 -3.131 -0.693 0.08
O -1.945 2.138 1.445 -0.10
C -0.998 1.982 2.238 -0.59
O -0.425 0.822 2.323 -0.17
C -0.502 3.080 3.095 -0.14
C -0.990 4.367 2.891 -0.02
C -0.513 5.410 3.666 -0.06
C 0.440 5.166 4.647 -0.07
C 0.919 3.880 4.857 -0.06
C 0.451 2.834 4.078 -0.03
H -1.726 4.533 2.117 0.12
H -0.881 6.415 3.508 0.11
H 0.808 5.983 5.254 0.11
H 1.656 3.695 5.627 0.11
H 0.817 1.826 4.222 0.11
```

Energy above the lowest of the compared OMol25 structures with the same formula, charge and spin = 0.0 kcal/mol
Total energy = -2570.17479 hartree
Charge = +1
Kohn-Sham gap = 7.366 eV



Molecular formula: C47H52P
Method: DFT, ωB97M-V/def2-TZVPD

```
100
Properties=species:S:1:pos:R:3:lowdin_charge:R:1
C 1.559 1.963 -1.283 0.08
C 0.918 0.887 -0.841 -0.12
C 0.094 -0.476 -0.600 -0.20
C 0.912 -1.849 -0.889 -0.24
C 2.516 -1.713 -0.877 -0.37
P 3.262 -1.718 0.893 1.04
H 1.966 2.939 -1.751 0.07
H -0.824 -0.485 -1.315 0.11
H -0.338 -0.498 0.479 0.11
H 0.621 -2.586 -0.034 0.11
H 0.564 -2.382 -1.861 0.13
H 2.928 -2.692 -1.358 0.11
H 2.937 -0.858 -1.521 0.10
H 4.695 -1.520 0.748 0.02
H 2.673 -0.719 1.730 0.02
H 3.140 -3.054 1.451 0.02
C -5.086 2.287 -0.191 -0.09
C -3.721 2.410 -0.430 -0.10
C -3.159 1.843 -1.571 -0.11
C -3.966 1.161 -2.478 -0.10
C -5.332 1.041 -2.241 -0.09
C -5.892 1.600 -1.096 -0.09
H -5.523 2.726 0.700 0.10
H -3.093 2.948 0.273 0.10
H -2.093 1.934 -1.754 0.09
H -3.529 0.723 -3.370 0.09
H -5.961 0.511 -2.949 0.10
H -6.956 1.502 -0.908 0.10
C -2.888 -3.444 3.753 -0.09
C -3.355 -2.267 4.330 -0.08
C -3.443 -1.104 3.569 -0.08
C -3.072 -1.122 2.227 -0.09
C -2.608 -2.300 1.650 -0.12
C -2.511 -3.461 2.413 -0.10
H -2.816 -4.349 4.348 0.10
H -3.651 -2.254 5.375 0.08
H -3.801 -0.185 4.021 0.10
H -3.145 -0.217 1.632 0.09
H -2.320 -2.314 0.602 0.09
H -2.144 -4.378 1.964 0.10
C 5.171 2.889 -6.072 -0.08
C 6.126 3.344 -5.169 -0.08
C 5.922 3.188 -3.802 -0.09
C 4.765 2.566 -3.338 -0.11
C 3.810 2.106 -4.240 -0.11
C 4.012 2.272 -5.608 -0.09
H 5.329 3.014 -7.138 0.11
H 7.030 3.823 -5.531 0.10
H 6.664 3.549 -3.097 0.10
H 4.609 2.441 -2.270 0.08
H 2.909 1.620 -3.878 0.07
H 3.267 1.919 -6.313 0.10
C -0.531 -1.234 -4.980 -0.11
C 0.836 -1.111 -5.212 -0.11
C 1.398 -1.676 -6.354 -0.09
C 0.593 -2.354 -7.265 -0.09
C -0.773 -2.474 -7.032 -0.09
C -1.335 -1.917 -5.888 -0.09
H -0.968 -0.795 -4.088 0.08
H 1.461 -0.575 -4.504 0.08
H 2.464 -1.586 -6.535 0.10
H 1.032 -2.790 -8.157 0.11
H -1.401 -3.001 -7.744 0.11
H -2.400 -2.015 -5.704 0.10
C 11.278 2.872 -5.701 -0.10
C 10.338 3.339 -4.787 -0.11
C 9.957 4.678 -4.802 -0.11
C 10.511 5.548 -5.737 -0.09
C 11.449 5.080 -6.653 -0.09
C 11.836 3.744 -6.632 -0.09
H 11.578 1.829 -5.687 0.10
H 9.901 2.658 -4.063 0.10
H 9.228 5.043 -4.085 0.10
H 10.210 6.591 -5.751 0.10
H 11.879 5.759 -7.382 0.10
H 12.571 3.381 -7.343 0.10
C -3.333 -0.614 8.033 -0.11
C -4.263 -0.125 8.946 -0.11
C -4.640 1.215 8.906 -0.08
C -4.092 2.063 7.948 -0.09
C -3.164 1.573 7.033 -0.10
C -2.781 0.236 7.078 -0.11
H -3.037 -1.659 8.066 0.10
H -4.695 -0.788 9.689 0.11
H -5.360 1.597 9.622 0.10
H -4.389 3.106 7.914 0.10
H -2.739 2.235 6.285 0.10
H -2.054 -0.145 6.368 0.09
C -8.312 -4.122 7.879 -0.09
C -7.708 -5.255 7.342 -0.09
C -6.375 -5.211 6.943 -0.10
C -5.643 -4.036 7.091 -0.10
C -6.247 -2.904 7.631 -0.09
C -7.582 -2.945 8.021 -0.09
H -9.352 -4.155 8.187 0.10
H -8.277 -6.173 7.234 0.10
H -5.906 -6.093 6.519 0.10
H -4.603 -4.003 6.784 0.08
H -5.675 -1.988 7.747 0.07
H -8.053 -2.061 8.438 0.10
```

Total energy = -2163.04679 hartree
Charge = +1
Kohn-Sham gap = 7.080 eV



Molecular formula: C47H53B2N3O9P
Method: DFT, ωB97M-V/def2-TZVPD

```
115
Properties=species:S:1:pos:R:3:lowdin_charge:R:1
C 0.803 1.757 2.766 -0.07
C 2.079 1.921 1.913 -0.22
C 1.783 1.969 0.416 -0.12
C 1.174 0.667 -0.128 -0.27
O -0.028 1.003 -0.812 -0.02
C -0.806 -0.115 -1.163 -0.41
N -1.365 -0.734 0.040 0.14
B -1.926 0.471 -2.192 -0.56
O -1.495 1.242 -3.235 0.20
O -3.267 0.216 -1.999 0.18
C -0.027 -1.170 -1.939 -0.07
N 1.380 -1.462 -1.403 -0.08
P 2.157 -2.449 -2.786 0.90
N 1.097 -3.091 -3.709 -0.21
B 1.174 -2.500 -0.249 -0.59
C 0.792 -3.992 -0.537 0.01
O 1.353 -2.064 1.014 0.16
C 2.125 -0.134 -1.058 -0.25
C 2.243 0.765 -2.333 -0.11
C 3.590 1.074 -2.982 -0.18
C 3.452 2.293 -3.893 -0.25
O 2.311 2.134 -4.720 -0.05
C 3.423 -0.361 -0.245 -0.05
C 4.316 -1.543 -0.568 -0.22
C 4.383 -2.601 0.328 -0.06
C 5.187 -3.706 0.077 -0.05
C 5.939 -3.772 -1.084 -0.03
C 5.923 -2.711 -1.985 -0.27
C 6.753 -2.761 -3.236 -0.03
C 5.125 -1.610 -1.706 -0.04
H -0.105 1.876 2.175 0.08
H 0.782 0.775 3.235 0.04
H 0.800 2.487 3.573 0.08
H 2.563 2.858 2.191 0.11
H 2.790 1.133 2.164 0.09
H 2.639 2.306 -0.171 0.12
H 1.005 2.723 0.268 0.13
H 0.902 0.064 0.736 0.13
H -1.993 -0.081 0.493 0.11
H -1.911 -1.547 -0.214 0.10
H -1.880 0.984 -4.081 0.13
H -3.565 -0.650 -2.296 0.12
H 0.057 -0.866 -2.980 0.11
H -0.591 -2.100 -1.945 0.13
H 2.913 -1.462 -3.401 0.03
H 3.042 -3.279 -2.103 0.04
H 1.136 -4.104 -3.708 0.01
H 0.098 -4.132 -1.364 0.07
H 1.689 -4.585 -0.731 0.08
H 0.313 -4.397 0.356 0.09
H 1.586 -2.782 1.615 0.13
H 1.789 1.725 -2.103 0.13
H 1.615 0.367 -3.128 0.11
H 3.954 0.265 -3.618 0.09
H 4.376 1.326 -2.268 0.12
H 3.344 3.183 -3.261 0.12
H 4.363 2.433 -4.480 0.12
H 1.923 2.996 -4.892 0.10
H 4.014 0.555 -0.264 0.13
H 3.130 -0.477 0.796 0.10
H 3.824 -2.561 1.253 0.11
H 5.220 -4.519 0.790 0.11
H 6.558 -4.637 -1.284 0.12
H 6.630 -1.864 -3.840 0.08
H 6.431 -3.602 -3.855 0.09
H 7.807 -2.922 -3.016 0.09
H 5.155 -0.789 -2.401 0.09
C -5.073 5.023 -2.859 -0.05
C -4.311 3.864 -2.973 -0.05
C -4.778 2.801 -3.725 -0.01
C -6.010 2.884 -4.357 -0.08
C -6.783 4.038 -4.229 -0.08
C -6.306 5.110 -3.485 0.00
C -8.127 4.136 -4.869 -0.28
O -8.797 5.139 -4.766 0.12
C -8.617 2.952 -5.635 -0.08
C -9.884 2.997 -6.200 0.00
C -10.355 1.915 -6.926 -0.05
C -9.561 0.787 -7.095 -0.05
C -8.298 0.735 -6.530 0.00
C -7.823 1.812 -5.793 -0.09
C -6.474 1.725 -5.171 -0.27
O -5.772 0.743 -5.314 0.09
H -4.705 5.858 -2.278 0.11
H -3.353 3.793 -2.475 0.11
H -4.198 1.896 -3.822 0.09
H -6.910 6.002 -3.401 0.12
H -10.490 3.881 -6.065 0.12
H -11.344 1.951 -7.362 0.11
H -9.930 -0.053 -7.667 0.11
H -7.672 -0.138 -6.652 0.12
C 1.397 -0.737 12.012 -0.05
C 0.100 -1.187 11.791 -0.05
C -0.331 -1.465 10.505 0.00
C 0.533 -1.286 9.432 -0.08
C 1.831 -0.818 9.653 -0.08
C 2.261 -0.552 10.947 0.00
C 2.768 -0.580 8.521 -0.28
O 3.897 -0.182 8.701 0.11
C 2.267 -0.845 7.137 -0.07
C 3.104 -0.586 6.058 0.01
C 2.664 -0.836 4.771 -0.07
C 1.388 -1.350 4.556 -0.08
C 0.551 -1.608 5.626 0.00
C 0.986 -1.349 6.920 -0.07
C 0.054 -1.608 8.060 -0.28
O -1.052 -2.062 7.862 0.11
H 1.732 -0.528 13.019 0.11
H -0.575 -1.321 12.625 0.11
H -1.335 -1.820 10.321 0.12
H 3.271 -0.200 11.105 0.12
H 4.093 -0.189 6.243 0.12
H 3.317 -0.628 3.932 0.10
H 1.046 -1.546 3.548 0.08
H -0.443 -2.006 5.475 0.12
```

Total energy = -3055.22715 hartree
Charge = +1
Kohn-Sham gap = 8.591 eV